No. 1
150
Properties=species:S:1:pos:R:3:mulliken_charge:R:1 method="wB97M-V/def2-TZVPD" total_charge=-1 homo_lumo_gap_ev=2.95 multiplicity=1
O 2.01 6.13 6.79 -0.50
H -7.97 0.86 4.29 0.28
C -1.25 -3.12 0.18 0.06
C 2.29 -0.70 0.10 1.57
H 8.49 -0.11 -5.13 0.31
H -5.07 -0.02 1.51 0.32
H -3.61 1.22 -4.64 0.27
O 2.99 -5.87 -7.87 -0.56
C -3.24 -7.51 2.79 -0.83
H -2.93 -7.05 -3.56 0.24
C -0.08 11.23 1.18 -0.77
H 1.68 6.66 -1.68 0.34
C 8.62 -0.79 -4.30 -0.67
N -1.92 1.34 -5.87 0.90
O -8.21 1.72 6.72 -0.56
N 6.29 1.01 1.88 0.92
H -3.05 2.81 4.20 0.33
H 3.92 2.39 -1.44 0.14
H -2.67 -0.28 -4.81 0.10
H -2.77 -8.50 -4.59 0.30
H 2.05 -5.63 -4.84 0.17
O 1.64 -6.85 3.93 -0.55
S -3.88 -1.97 0.97 -0.21
C 0.92 1.28 0.26 -0.46
H 0.70 -6.56 1.54 -0.11
H -3.71 0.27 -6.16 0.32
N 2.64 -5.33 -6.84 0.90
H 8.60 -0.25 -3.35 0.28
N -7.76 2.32 5.76 0.92
H -2.50 2.79 -1.27 0.26
H 1.55 -6.90 -5.99 0.27
O 2.50 -4.14 -6.68 -0.51
N -4.91 2.30 3.40 0.96
O -0.57 10.04 3.10 -0.54
H -2.92 -4.25 -2.54 0.54
O 6.43 0.35 2.89 -0.55
H -0.71 1.84 -2.70 -0.18
H 2.13 0.54 1.85 0.43
H 2.35 -6.32 0.87 0.33
O 3.12 -5.57 3.02 -0.56
H -0.05 -4.88 -0.22 -0.09
O -0.19 8.92 1.30 -0.43
H 1.88 -7.90 1.58 0.30
O 10.65 -1.12 -5.38 -0.53
N 0.81 5.43 -0.21 1.01
C -8.24 1.90 4.42 -0.69
H 0.74 11.74 1.67 0.30
C -0.51 2.08 -1.64 0.13
H 7.89 -1.58 -4.30 0.28
H -9.31 2.03 4.40 0.31
H -4.06 4.19 3.68 0.32
C -4.05 3.23 4.18 -0.87
C -3.17 0.70 0.75 -0.72
O -6.95 3.22 5.83 -0.53
C -7.13 -3.72 -1.89 -0.58
N 2.36 7.74 3.05 0.97
O 6.51 0.92 -2.57 -0.55
H -1.33 -3.37 1.24 0.41
C 7.33 2.05 1.61 -0.74
H 1.52 6.19 4.16 0.34
N 2.21 -6.37 2.97 0.98
H 4.07 -1.08 1.20 0.34
C 0.49 1.11 -1.07 -0.22
S -4.18 -2.01 -1.99 -0.37
C 4.40 1.50 -1.84 -0.41
N -1.14 -8.09 -3.35 0.87
H -3.52 1.70 0.98 0.24
H 0.53 2.12 0.81 0.72
C -2.60 -8.08 -3.60 -0.69
H 8.28 1.54 1.53 0.29
H -7.60 -3.57 -0.93 0.26
O 5.38 0.91 1.09 -0.47
O 0.24 -3.54 -1.74 -0.48
H -1.60 0.01 -0.56 -1.56
H -3.34 -8.25 3.57 0.30
N -2.49 -3.57 -0.56 0.03
O 2.38 7.90 1.85 -0.60
C -2.09 -4.12 -1.86 -1.23
O -1.86 1.52 -7.07 -0.59
N 5.82 1.81 -2.11 1.00
C 2.35 -6.23 -5.69 -0.56
C -2.38 0.78 -0.58 2.28
H -2.49 0.36 1.54 0.20
H 2.26 -1.70 -1.77 0.15
N -7.92 -4.76 -2.62 0.91
N -0.30 9.95 1.91 0.86
H 2.77 -2.20 1.58 0.44
H 7.07 2.55 0.69 0.26
H -7.13 -2.81 -2.48 0.31
C 1.75 -6.82 1.63 -0.36
O -8.41 -4.46 -3.68 -0.54
H 0.63 -0.10 -2.81 0.34
C 1.92 6.31 -0.68 -0.65
O -1.30 -6.23 2.68 -0.46
N 9.96 -1.42 -4.43 0.87
C 3.26 -1.66 0.76 -1.97
H 4.02 8.11 7.80 0.28
O -1.17 -8.32 2.16 -0.51
H -6.12 -4.10 -1.77 0.17
H 1.97 7.11 0.05 0.19
H -3.64 -6.55 3.10 0.33
H 2.83 5.72 -0.68 0.26
H -0.99 11.81 1.27 0.29
H -4.91 -0.15 -0.22 0.50
C -0.96 -3.29 -2.45 0.07
O -1.11 1.72 -5.06 -0.53
O 3.25 8.07 3.81 -0.65
C 0.98 0.04 -1.79 0.01
H -1.13 -2.04 0.10 -0.35
N -1.78 -7.34 2.52 0.91
C -4.36 -0.27 0.72 -0.70
H -3.69 -7.85 1.87 0.29
O -0.73 -8.72 -2.39 -0.54
C -3.45 -2.57 -0.62 0.62
O -8.01 -5.85 -2.09 -0.55
H -3.09 -8.68 -2.84 0.29
H 3.26 -6.79 -5.48 0.29
C -1.76 2.16 -0.76 -1.49
H 0.74 7.78 4.36 0.28
C -3.08 0.57 -5.33 -0.52
O -5.44 2.72 2.40 -0.53
H 0.86 -3.44 0.20 0.27
H -1.69 -5.12 -1.66 0.27
H -3.08 0.51 -1.40 0.05
O 6.23 2.93 -1.86 -0.60
H -1.23 -2.23 -2.40 -0.12
O -0.44 -7.47 -4.12 -0.46
O 3.17 5.79 8.57 -0.56
H -7.75 2.52 3.67 0.25
H -4.47 3.30 5.18 0.30
C 1.88 -0.85 -1.21 -0.67
C 3.97 7.33 7.05 -0.50
H 3.66 7.71 6.08 0.15
C 1.16 7.08 3.65 -0.84
O 0.95 4.96 0.91 -0.51
H -0.79 -3.52 -3.51 0.61
O -0.12 5.24 -0.95 -0.55
H 0.15 10.99 0.15 0.31
H 3.63 -2.38 0.04 0.33
H 4.92 6.81 6.97 0.27
O -5.01 1.17 3.82 -0.49
H -0.03 3.07 -1.66 0.08
H 0.47 6.84 2.86 0.31
C 1.81 0.39 0.82 -1.11
H 7.33 2.73 2.45 0.28
H 3.94 1.21 -2.78 0.34
H 4.35 0.68 -1.12 0.08
C 0.00 -3.79 -0.36 -0.33
O 10.28 -2.22 -3.57 -0.53
N 2.97 6.33 7.51 0.91



No. 2
13
Properties=species:S:1:pos:R:3:nbo_charge:R:1 method="wB97M-V/def2-TZVPD" e_above_lowest_kj_mol=545.5 homo_lumo_gap_ev=9.85 multiplicity=1
C -1.40 -0.85 0.16 -0.04
N 1.87 0.08 -0.11 -0.26
H -3.55 -1.26 -0.23 0.21
H 2.93 -1.56 -0.39 0.20
C 0.04 -0.88 0.44 0.26
H -0.98 1.25 -0.64 0.27
C 2.01 -1.20 -0.24 0.14
N 0.88 -1.83 0.28 -0.44
N 0.60 0.39 0.32 -0.20
H -0.30 2.27 1.23 0.26
C -2.64 -0.92 -0.23 -0.18
H 0.66 2.72 -0.62 0.27
C -0.13 1.81 0.04 -0.47



No. 3
28
Properties=species:S:1:pos:R:3:nbo_charge:R:1 method="wB97M-V/def2-TZVPD" total_charge=+2 e_above_lowest_kj_mol=233.6 homo_lumo_gap_ev="11.52 / 2.66" s2=0.7552 multiplicity=2
H -0.26 -1.70 -3.66 0.49
H 0.24 -2.13 2.84 0.49
H -1.73 0.28 1.22 0.52
H -3.76 0.63 1.35 0.47
O 1.40 0.84 3.77 -0.78
O -0.96 -0.34 -1.37 -0.81
H -1.31 -0.81 -4.40 0.49
O 3.25 1.86 -1.54 -0.56
H 3.78 2.46 -2.07 0.51
H -1.53 1.64 -2.79 0.51
O 2.88 -1.77 -0.15 -0.73
H 2.05 0.36 4.33 0.48
O -3.12 0.32 1.75 -0.91
O -0.12 -2.02 1.94 -0.90
H 3.37 1.02 -1.88 0.48
H 0.91 0.98 4.66 0.49
H 2.52 -0.99 0.32 0.47
H -0.15 0.15 1.58 0.52
H -0.33 0.25 -1.89 0.54
O -0.77 0.55 0.86 -0.94
H -3.33 -0.45 2.43 0.53
H 3.69 -1.91 0.34 0.50
H -2.47 2.35 -1.64 0.51
O -0.46 -0.76 -3.93 -0.96
H -1.79 0.18 -1.36 0.54
H 0.35 -2.71 1.52 0.49
H -0.61 -0.17 -0.32 0.52
O -1.74 1.90 -1.89 -0.98



No. 4
72
Properties=species:S:1:pos:R:3:mulliken_charge:R:1 method="wB97M-V/def2-TZVPD" smiles="NC(N)=O.NC(N)=O.NC(N)=O.NC(N)=O.NC(N)=O.NC(N)=O.NC(N)=O.NC(N)=O.NC(N)=O" e_above_lowest_kj_mol=692.2 homo_lumo_gap_ev=9.38 multiplicity=1
H -3.13 -23.15 2.13 0.15
H -4.61 -20.35 7.40 0.14
C 3.91 -19.47 -0.53 0.69
H 2.22 -20.35 11.47 0.23
H 6.73 -21.77 7.40 0.19
O -3.74 -19.82 10.34 -0.69
H 5.51 -24.09 9.16 0.17
H 1.82 -16.85 9.79 0.22
H 4.97 -13.21 2.62 0.22
H 1.06 -23.78 3.85 0.21
N 4.29 -12.79 3.25 -0.36
H 2.83 -11.76 4.76 0.17
N -3.63 -22.79 2.92 -0.36
C 6.45 -23.81 7.53 0.64
H 2.56 -19.37 0.88 0.09
H -1.71 -19.78 0.70 0.15
N 3.14 -20.46 -0.96 -0.39
N 2.44 -12.58 4.33 -0.41
H 1.08 -21.57 6.00 0.20
N 0.97 -24.78 3.98 -0.37
N 1.61 -17.52 10.52 -0.43
H -2.45 -19.91 -0.89 0.20
O 7.29 -24.18 6.72 -0.66
O 0.83 -20.09 4.01 -0.70
C -4.79 -22.22 2.90 0.66
H -1.76 -20.59 8.82 0.17
N -5.33 -22.53 1.77 -0.39
N 1.63 -20.73 5.90 -0.35
N 0.19 -26.49 5.04 -0.39
H 1.40 -25.47 3.39 0.14
O 2.81 -14.53 3.37 -0.66
N 1.82 -19.43 11.45 -0.39
C 3.21 -13.38 3.63 0.65
H -0.66 -18.20 1.31 0.14
H -2.88 -21.16 7.62 0.16
H -5.59 -19.80 8.78 0.21
O 5.00 -19.09 -1.02 -0.69
N -2.70 -20.61 8.45 -0.33
H -0.50 -26.99 5.59 0.24
C -1.26 -18.30 -0.56 0.68
H -3.11 -22.67 3.78 0.15
H 6.51 -25.46 8.63 0.23
O 2.79 -18.97 9.48 -0.70
N 6.22 -22.52 7.84 -0.40
H -0.16 -16.86 0.34 0.19
C 2.08 -18.70 10.43 0.69
N -1.93 -19.39 -0.20 -0.36
H 0.73 -26.90 4.29 0.14
N -0.68 -17.72 0.42 -0.31
H 1.48 -19.01 12.31 0.19
O -5.24 -21.63 3.84 -0.64
O -0.45 -24.47 5.60 -0.62
O -1.35 -17.81 -1.72 -0.70
H 3.65 -21.09 -1.57 0.22
H 3.83 -18.18 1.09 0.17
H 4.39 -11.82 3.51 0.17
N -4.70 -20.05 8.36 -0.35
N 3.40 -18.92 0.56 -0.27
H 3.01 -18.89 5.88 0.17
H -6.12 -21.96 1.49 0.25
C 1.60 -19.89 4.90 0.75
H 2.30 -20.79 -0.53 0.18
N 6.06 -24.57 8.46 -0.34
H 2.05 -20.26 6.70 0.10
H 1.53 -12.91 4.62 0.22
N 2.32 -18.86 5.15 -0.36
H 5.37 -22.26 8.31 0.18
C 0.16 -25.19 4.91 0.64
H 2.25 -18.05 4.55 0.18
H 0.81 -17.26 11.10 0.20
H -4.72 -22.89 1.04 0.19
C -3.68 -20.12 9.14 0.70



Values of F_max, in order: 1.21; 12.41; 14.88; 6.79, all in eV/Å.
Values of E, in order: -143244.594; -9729.835; -18712.853; -55169.960, all in eV.